No. 1
ORCA calculation (ωB97M-V with the def2-TZVPD basis set) on C30H30N7O2PdSe as an isolated structure.

Summary:
LUMO energy (alpha / beta) = -0.079 / -0.164 hartree
gap between HOMO and LUMO (alpha / beta) = 6.783 / 5.181 eV
E = -114943.3785 eV

ORCA input file:
```
! wB97M-V def2-TZVPD RIJCOSX def2/J DEFGRID3
* xyz 1 3
Pd -0.685 0.777 -1.969
C 4.136 -1.998 -1.594
C 3.100 -1.967 -0.672
C 2.140 -0.977 -0.742
C 2.223 0.010 -1.731
C 3.252 -0.041 -2.673
C 4.195 -1.047 -2.603
N 1.273 1.015 -1.736
C 1.616 2.309 -1.514
C 2.895 2.774 -1.173
C 3.071 4.105 -0.840
C 1.999 4.994 -0.831
C 0.723 4.569 -1.159
C 0.523 3.237 -1.513
N -0.670 2.669 -1.818
N -1.817 3.258 -1.622
C -2.870 2.458 -1.749
C -4.165 2.949 -1.467
C -5.238 2.109 -1.562
C -5.039 0.789 -1.998
C -3.758 0.365 -2.275
N -2.685 1.141 -2.131
H 4.896 -2.761 -1.528
H 3.069 -2.695 0.127
H 1.333 -0.911 -0.021
H 3.277 0.691 -3.467
H 4.994 -1.081 -3.326
H 3.728 2.087 -1.139
H 4.053 4.450 -0.560
H 2.156 6.022 -0.544
H -0.124 5.236 -1.143
H -4.253 3.977 -1.159
H -6.229 2.453 -1.309
H -5.871 0.112 -2.098
H -3.568 -0.642 -2.635
C -1.055 2.871 3.291
N -0.901 1.471 3.582
C -0.856 0.475 2.673
Se -1.103 0.558 0.861
N -0.652 -0.692 3.334
C -0.622 -0.463 4.689
C -0.503 -1.312 5.775
C -0.568 -0.733 7.031
C -0.732 0.641 7.191
C -0.832 1.497 6.107
C -0.780 0.926 4.846
H -1.076 3.005 2.210
H -0.217 3.434 3.706
H -1.986 3.249 3.717
H -0.600 -1.585 2.870
H -0.377 -2.377 5.647
H -0.498 -1.364 7.904
H -0.790 1.050 8.187
H -0.960 2.559 6.236
O 0.147 -1.103 -3.699
C -0.309 -1.836 -2.846
O -0.905 -1.447 -1.785
C -0.230 -3.393 -2.922
N -0.877 -3.840 -1.658
C 0.152 -4.480 -0.809
C 1.163 -5.030 -1.807
C 1.202 -3.939 -2.879
H -0.776 -3.743 -3.798
H -1.681 -4.443 -1.812
H -1.159 -2.817 -1.298
H -0.284 -5.238 -0.158
H 0.620 -3.705 -0.200
H 0.810 -5.973 -2.224
H 2.140 -5.188 -1.355
H 1.517 -4.317 -3.847
H 1.896 -3.152 -2.587
*
```

=====

No. 2
ORCA calculation (ωB97M-V with the def2-TZVPD basis set) on a 5-piece molecular cluster, C30H30O10 overall.

Summary:
SMILES = Oc1ccc(O)cc1.Oc1ccc(O)cc1.Oc1ccc(O)cc1.Oc1ccc(O)cc1.Oc1ccc(O)cc1
ΔE to the lowest compared entry with this formula, charge and spin = 1178.2 kJ/mol
LUMO energy = 0.011 hartree
gap between HOMO and LUMO = 8.135 eV
E = -52057.9538 eV

ORCA input file:
```
! wB97M-V def2-TZVPD RIJCOSX def2/J DEFGRID3
* xyz 0 1
C -2.730 -1.433 -5.947
C -4.253 -1.571 -5.935
C -4.810 -2.797 -5.335
C -3.956 -3.811 -4.820
C -2.559 -3.606 -4.643
C -1.945 -2.455 -5.189
O -0.533 -2.286 -5.102
O -6.049 -3.139 -5.467
H -2.365 -0.449 -6.304
H -4.911 -0.536 -6.345
H -4.181 -4.797 -4.422
H -1.968 -4.418 -4.164
H 0.053 -2.769 -4.407
H -6.586 -2.462 -5.917
C 0.374 -1.806 -0.084
C 0.628 -0.578 0.784
C 0.377 0.635 0.272
C -0.129 0.739 -1.137
C -0.366 -0.383 -1.875
C -0.225 -1.650 -1.387
O -0.523 -2.712 -2.177
O 0.774 1.725 0.882
H 0.541 -2.749 0.310
H 1.148 -0.735 1.808
H -0.405 1.682 -1.533
H -0.650 -0.546 -3.090
H -0.549 -3.606 -1.820
H 1.021 1.590 1.673
C 5.486 0.726 -1.304
C 6.451 1.643 -0.548
C 5.918 2.727 0.144
C 4.551 3.022 0.140
C 3.674 2.140 -0.598
C 4.113 0.922 -1.237
O 3.199 0.036 -1.677
O 6.862 3.530 0.798
H 5.975 -0.130 -1.757
H 7.483 1.463 -0.505
H 4.124 3.865 0.701
H 2.701 2.276 -0.662
H 2.357 0.313 -1.436
H 7.247 4.394 0.443
C -4.422 2.706 2.242
C -5.650 2.146 2.905
C -5.790 0.804 3.146
C -4.732 -0.059 2.641
C -3.579 0.444 1.971
C -3.431 1.916 1.737
O -2.443 2.269 1.009
O -6.781 0.260 3.885
H -4.274 3.906 1.943
H -6.254 3.002 3.284
H -4.773 -0.982 2.777
H -3.038 -0.410 1.351
H -1.871 1.629 0.536
H -7.550 0.563 3.851
C 3.870 -0.743 3.255
C 2.879 -1.577 4.221
C 1.919 -0.688 4.924
C 1.902 0.674 4.688
C 2.862 1.400 3.862
C 3.805 0.630 3.173
O 4.734 1.113 2.306
O 0.984 -1.271 5.603
H 4.426 -1.363 2.878
H 3.143 -2.491 4.726
H 1.103 1.266 5.084
H 2.827 2.488 3.936
H 4.457 1.209 1.142
H 0.313 -0.848 5.795
*
```

=====

No. 3
ORCA calculation (ωB97M-V with the def2-TZVPD basis set) on C30H31As2NO17P2RuS as an isolated structure.

Summary:
ΔE to the lowest compared entry with this formula, charge and spin = 21.5 kJ/mol
LUMO energy (alpha / beta) = -0.033 / -0.098 hartree
gap between HOMO and LUMO (alpha / beta) = 7.208 / 6.248 eV
E = -221587.7947 eV

ORCA input file:
```
! wB97M-V def2-TZVPD RIJCOSX def2/J DEFGRID3
* xyz 0 5
Ru -0.240 -0.412 0.423
O 2.215 2.271 1.660
P 0.625 2.435 1.826
O 0.224 3.841 1.876
O -0.001 1.584 0.703
O 0.281 1.663 3.194
P 0.085 0.073 3.468
O -0.851 0.121 4.757
O 1.379 -0.583 3.722
O -0.834 -0.458 2.360
H 2.647 3.086 1.957
H -0.328 -0.066 5.550
O -1.992 -3.286 -1.607
C -1.257 -2.415 -1.209
O -0.751 -2.299 -0.011
C -0.753 -1.344 -2.165
C -1.060 -1.386 -3.526
C -0.568 -0.406 -4.335
C 0.275 0.589 -3.797
C 0.815 1.622 -4.596
C 1.635 2.565 -4.053
C 1.983 2.491 -2.688
C 1.479 1.506 -1.886
C 0.582 0.551 -2.416
N 0.013 -0.416 -1.617
H -1.689 -2.192 -3.877
H -0.808 -0.374 -5.391
H 0.551 1.654 -5.647
H 2.032 3.364 -4.666
H 2.660 3.220 -2.260
H 1.767 1.453 -0.850
C -4.563 0.646 -5.753
O -4.392 0.609 -4.332
C -3.364 1.345 -3.859
O -2.582 1.915 -4.596
C -3.295 1.334 -2.414
C -4.151 0.631 -1.504
As -5.884 1.560 -1.574
C -6.991 0.589 -0.266
C -5.091 2.941 -0.402
C -3.829 3.375 -0.408
As -2.305 2.706 -1.489
C -2.018 4.249 -2.644
C -3.472 4.659 0.322
O -3.567 5.705 -0.265
O -3.003 4.597 1.558
C -2.842 3.331 2.214
C -6.128 3.687 0.383
O -6.002 4.136 1.490
O -7.273 3.757 -0.324
C -8.346 4.500 0.277
C -3.591 0.045 -0.302
O -2.384 -0.155 -0.118
O -4.474 -0.318 0.608
C -4.005 -0.905 1.836
H -5.345 -0.073 -5.978
H -3.639 0.381 -6.262
H -4.864 1.643 -6.072
H -6.861 -0.474 -0.456
H -8.031 0.855 -0.444
H -6.725 0.802 0.765
H -1.588 3.882 -3.572
H -1.311 4.896 -2.125
H -2.943 4.790 -2.820
H -2.185 3.517 3.057
H -2.368 2.593 1.565
H -3.809 2.971 2.559
H -9.258 4.157 -0.200
H -8.202 5.562 0.091
H -8.376 4.325 1.348
H -2.953 -1.158 1.785
H -4.599 -1.797 2.010
H -4.163 -0.191 2.641
S 1.965 -0.682 0.943
C 2.415 -2.319 1.351
C 3.399 -2.461 2.336
C 3.818 -3.725 2.704
C 3.284 -4.848 2.083
C 2.322 -4.705 1.092
C 1.885 -3.445 0.719
H 3.785 -1.578 2.827
H 4.561 -3.833 3.484
H 3.619 -5.838 2.366
H 1.902 -5.580 0.612
H 1.146 -3.332 -0.055
*
```

=====

No. 4
ORCA calculation (ωB97M-V with the def2-TZVPD basis set) on C30H31BF4IN6PS2Sc as an isolated structure.

Summary:
LUMO energy = 0.040 hartree
gap between HOMO and LUMO = 6.424 eV
E = -111873.8567 eV

ORCA input file:
```
! wB97M-V def2-TZVPD RIJCOSX def2/J DEFGRID3
* xyz -1 1
Sc -0.397 0.777 -1.539
C -3.941 5.570 -0.662
C -2.605 5.290 -0.897
C -2.199 3.982 -1.070
C -3.115 2.929 -1.008
C -4.463 3.221 -0.764
C -4.861 4.533 -0.594
N -2.611 1.630 -1.171
N -3.511 0.722 -1.229
C -3.150 -0.596 -1.326
C -4.244 -1.484 -1.261
C -4.028 -2.839 -1.275
C -2.719 -3.310 -1.323
C -1.653 -2.429 -1.399
C -1.792 -1.034 -1.459
H -4.261 6.594 -0.529
H -1.869 6.079 -0.941
H -1.162 3.756 -1.263
H -5.176 2.412 -0.706
H -5.900 4.760 -0.397
H -5.245 -1.079 -1.188
H -4.854 -3.535 -1.242
H -2.533 -4.378 -1.310
H -0.660 -2.874 -1.417
S 2.195 2.117 2.189
P 0.845 0.747 2.517
S -0.287 0.023 1.011
C -0.313 1.254 3.849
C -1.685 1.325 3.672
C -2.492 1.740 4.717
C -1.928 2.088 5.933
C -0.553 2.039 6.103
C 0.254 1.623 5.063
C 1.589 -0.738 3.294
C 2.944 -0.769 3.578
C 3.492 -1.883 4.191
C 2.684 -2.961 4.508
C 1.332 -2.936 4.205
C 0.782 -1.825 3.598
H -2.116 1.052 2.718
H -3.563 1.804 4.580
H -2.559 2.414 6.747
H -0.111 2.339 7.043
H 1.330 1.596 5.170
H 3.552 0.088 3.322
H 4.546 -1.907 4.430
H 3.108 -3.827 4.996
H 0.706 -3.783 4.453
H -0.270 -1.790 3.348
C 2.261 -1.418 -0.944
N 3.392 -2.303 -1.169
C 3.033 -3.264 -2.203
N 2.679 -2.609 -3.454
C 1.552 -1.720 -3.212
N 1.845 -0.702 -2.172
C 3.036 0.052 -2.645
N 4.177 -0.812 -2.893
C 4.508 -1.498 -1.653
C 3.814 -1.805 -3.892
H 2.544 -0.684 -0.180
H 1.420 -2.008 -0.562
H 2.182 -3.857 -1.854
H 3.884 -3.930 -2.378
H 0.693 -2.324 -2.904
H 1.300 -1.216 -4.150
H 3.328 0.784 -1.888
H 2.778 0.574 -3.572
H 4.761 -0.756 -0.892
H 5.371 -2.147 -1.825
H 4.671 -2.460 -4.072
H 3.547 -1.298 -4.824
F -0.745 -0.540 -5.245
B -0.974 0.773 -4.979
F -0.149 1.598 -5.659
F -2.280 1.116 -5.050
F -0.594 0.934 -3.480
I 1.435 2.991 -1.513
*
```

=====

No. 5
ORCA calculation (ωB97M-V with the def2-TZVPD basis set) on C30H31BF6N5OPPtS2Te as an isolated structure.

Summary:
ΔE to the lowest compared entry with this formula, charge and spin = 91.5 kJ/mol
LUMO energy (alpha / beta) = 0.015 / -0.062 hartree
gap between HOMO and LUMO (alpha / beta) = 7.304 / 6.058 eV
E = -99594.4767 eV

ORCA input file:
```
! wB97M-V def2-TZVPD RIJCOSX def2/J DEFGRID3
* xyz 0 5
Pt -0.111 0.565 -0.019
C -1.785 -0.721 2.590
N -2.822 0.106 1.994
C -3.749 0.842 2.689
C -4.537 1.446 1.767
N -4.100 1.080 0.520
B -4.872 1.531 -0.776
N -3.889 1.819 -1.943
C -4.025 1.259 -3.190
C -3.078 1.782 -3.997
N -2.357 2.674 -3.231
C -1.270 3.492 -3.722
C -2.860 2.684 -1.970
S -2.298 3.642 -0.670
C -3.053 0.267 0.671
S -2.119 -0.485 -0.588
H -1.991 -0.799 3.655
H -0.800 -0.273 2.448
H -1.802 -1.713 2.143
H -3.754 0.879 3.764
H -5.367 2.117 1.888
H -5.595 0.633 -1.135
H -5.480 2.525 -0.473
H -4.792 0.535 -3.391
H -2.854 1.613 -5.035
H -1.378 3.598 -4.800
H -0.304 3.036 -3.503
H -1.314 4.471 -3.250
N 3.256 1.032 0.477
C 3.787 0.011 -0.267
C 5.169 0.034 -0.541
C 5.776 -0.948 -1.283
C 5.032 -2.014 -1.791
C 3.678 -2.041 -1.549
C 3.027 -1.041 -0.811
P 1.233 -1.220 -0.602
C 1.067 -2.546 0.630
C -0.086 -3.330 0.690
C -0.240 -4.266 1.700
C 0.739 -4.409 2.675
C 1.877 -3.618 2.632
C 2.045 -2.694 1.611
C 0.634 -1.918 -2.173
C 0.170 -1.026 -3.138
C -0.269 -1.489 -4.368
C -0.261 -2.849 -4.642
C 0.190 -3.745 -3.683
C 0.639 -3.282 -2.455
H 3.923 1.645 0.918
H 2.411 0.932 1.038
H 5.757 0.851 -0.138
H 6.842 -0.894 -1.466
H 5.504 -2.798 -2.366
H 3.094 -2.860 -1.950
H -0.869 -3.200 -0.046
H -1.132 -4.879 1.731
H 0.614 -5.136 3.467
H 2.641 -3.720 3.391
H 2.941 -2.086 1.578
H 0.140 0.033 -2.912
H -0.627 -0.788 -5.110
H -0.613 -3.212 -5.599
H 0.193 -4.807 -3.890
H 0.985 -3.991 -1.713
Te 0.700 2.953 -0.697
C -0.570 2.495 3.601
C 0.840 2.279 3.035
O 0.855 1.652 1.830
C 1.524 3.663 2.918
F 0.746 4.506 2.215
F 2.702 3.600 2.276
F 1.752 4.245 4.107
C 1.637 1.397 4.031
F 1.125 0.150 4.041
F 2.931 1.279 3.693
F 1.596 1.837 5.300
H -1.184 2.932 2.815
H -0.576 3.146 4.475
H -0.991 1.532 3.882
*
```

=====

No. 6
ORCA calculation (ωB97M-V with the def2-TZVPD basis set) on C30H31BrClFMgN2O5S as an isolated structure.

Summary:
ΔE to the lowest compared entry with this formula, charge and spin = 87.4 kJ/mol
LUMO energy = 0.138 hartree
gap between HOMO and LUMO = 5.456 eV
E = -146398.0468 eV

ORCA input file:
```
! wB97M-V def2-TZVPD RIJCOSX def2/J DEFGRID3
* xyz -2 1
Mg -0.598 1.524 -2.108
C -0.849 -3.295 -1.764
C -1.457 -3.715 -0.428
C -2.864 -3.110 -0.308
C -0.703 -3.444 0.875
C -1.035 -4.308 1.919
C -0.556 -4.138 3.204
C 0.257 -3.045 3.460
C 0.626 -2.160 2.455
C 1.415 -0.931 2.879
C 0.579 0.340 2.697
C 2.800 -0.790 2.247
C 0.185 -2.370 1.120
N 0.544 -1.490 0.102
C 1.490 -1.882 -0.743
C 2.308 -3.053 -0.650
C 3.279 -3.365 -1.585
C 3.519 -2.562 -2.696
C 2.728 -1.421 -2.849
C 1.777 -1.128 -1.912
F 1.007 -0.002 -2.146
H -1.491 -3.666 -2.568
H 0.150 -3.708 -1.911
H -0.785 -2.214 -1.855
H -1.567 -4.806 -0.468
H -2.798 -2.021 -0.246
H -3.380 -3.467 0.585
H -3.466 -3.360 -1.185
H -1.706 -5.136 1.704
H -0.831 -4.826 3.995
H 0.608 -2.861 4.471
H 1.580 -1.058 3.956
H 0.267 0.443 1.658
H 1.153 1.227 2.983
H -0.320 0.303 3.316
H 2.732 -0.511 1.198
H 3.362 -1.725 2.303
H 3.367 -0.018 2.778
H 2.143 -3.713 0.194
H 3.863 -4.270 -1.443
H 4.274 -2.813 -3.428
H 2.821 -0.761 -3.703
O 3.998 4.511 1.562
C 3.076 3.856 0.800
C 3.270 2.558 0.351
C 2.271 1.971 -0.397
N 1.135 2.590 -0.730
C 0.986 3.832 -0.304
Br -0.594 4.721 -0.812
C 1.910 4.519 0.468
H 4.722 3.905 1.748
H 4.167 2.000 0.592
H 2.383 0.956 -0.749
H 1.726 5.530 0.798
Cl -2.196 1.597 2.345
C -3.082 2.577 1.191
C -3.778 3.670 1.689
C -4.497 4.487 0.836
C -4.498 4.185 -0.528
C -3.788 3.106 -1.008
C -3.036 2.246 -0.171
C -2.271 1.158 -0.750
H -3.746 3.866 2.754
H -5.036 5.344 1.222
H -5.045 4.811 -1.224
H -3.756 2.912 -2.076
H -2.829 0.712 -1.579
H -1.958 0.391 -0.043
O 0.254 2.710 -3.471
S -0.803 2.284 -4.487
O -0.239 2.117 -5.814
O -1.252 0.956 -3.888
O -1.919 3.230 -4.428
*
```